C28H35BBr2IN5O2PtS2 | ωB97M-V/def2-TZVPD

* total charge: +2
* orbital gap: 3.021 eV
* HOMO level: -13.03 eV
* energy: -7897.51104 a.u.

CARTESIAN COORDINATES (ANGSTROEM)
1 C 3.858 -0.251 3.469
2 C 2.640 0.150 3.939
3 C 1.636 0.617 3.064
4 N 2.046 0.997 1.843
5 C 1.103 1.458 1.049
6 C 1.500 1.909 -0.286
7 C 2.918 1.762 -0.599
8 Br 3.945 3.343 -0.387
9 C 3.447 0.599 -0.969
10 C 4.852 0.273 -1.275
11 Br 2.260 -0.859 -1.104
12 C 0.589 2.475 -1.152
13 B 1.089 3.024 -2.585
14 N 1.787 2.196 -3.542
15 O 0.784 4.322 -2.893
16 C -0.769 2.595 -0.752
17 C -1.693 3.222 -1.705
18 C -1.866 2.414 -3.012
19 C -2.189 0.924 -2.844
20 C -3.518 0.696 -2.099
21 C -4.414 -0.334 -2.808
22 C -5.172 -1.187 -1.778
23 C -4.458 -2.486 -1.465
24 O -3.115 -2.238 -1.048
25 C -2.967 -2.263 0.348
26 C -1.153 2.116 0.546
27 I -3.103 2.293 1.161
28 C -0.243 1.562 1.432
29 N -0.658 1.151 2.670
30 C 0.249 0.688 3.468
31 C -0.211 0.232 4.816
32 C -0.629 -1.234 4.777
33 C 0.363 -2.122 4.044
34 S 0.091 -2.045 2.266
35 C 1.337 -3.111 1.636
36 S 2.097 -4.221 2.539
37 N 1.647 -2.921 0.287
38 C 2.920 -3.011 -0.214
39 C 2.831 -2.797 -1.546
40 N 1.522 -2.558 -1.878
41 C 0.820 -2.639 -0.797
42 H 3.893 -0.867 2.583
43 H 4.744 0.041 4.013
44 H 2.488 0.132 5.009
45 H 5.301 -0.102 -0.352
46 H 4.932 -0.540 -1.989
47 H 5.442 1.161 -1.672
48 H 1.672 1.208 -3.350
49 H 2.778 2.404 -3.599
50 H 1.547 4.776 -3.271
51 H -2.658 3.467 -1.283
52 H -1.247 4.174 -1.990
53 H -2.693 2.848 -3.565
54 H -0.998 2.516 -3.661
55 H -2.247 0.519 -3.848
56 H -1.365 0.420 -2.335
57 H -4.028 1.640 -1.934
58 H -3.273 0.254 -1.140
59 H -5.170 0.155 -3.411
60 H -3.780 -0.955 -3.431
61 H -5.295 -0.606 -0.865
62 H -6.168 -1.437 -2.135
63 H -5.000 -3.023 -0.688
64 H -4.440 -3.121 -2.346
65 H -3.364 -3.179 0.785
66 H -3.463 -1.411 0.827
67 H -1.905 -2.220 0.569
68 H 0.493 0.451 5.610
69 H -1.085 0.836 5.038
70 H -1.639 -1.356 4.403
71 H -0.661 -1.608 5.796
72 H 1.402 -1.917 4.282
73 H 0.186 -3.148 4.343
74 H 3.801 -3.227 0.355
75 H 3.634 -2.812 -2.253
76 H -0.244 -2.515 -0.710
77 Pt 6.240 2.298 -0.404